# 1
Density functional theory data (the ωB97M-V functional and the def2-TZVPD basis) for a single C4H9NO2 molecule.

Cartesian coordinates (Å):
C (-1.1767, 1.3992, -0.3811)
C (-0.2746, 0.3953, 0.3296)
C (-0.8785, -1.0143, 0.2731)
O (-0.4202, -1.8588, 1.2877)
N (1.0625, 0.4928, -0.2706)
C (2.0366, -0.4369, -0.3467)
O (1.9932, -1.5905, 0.0520)
H (-0.7215, 2.3961, -0.4260)
H (-2.1257, 1.4930, 0.1531)
H (-1.3937, 1.0698, -1.4031)
H (-0.2027, 0.6533, 1.3930)
H (-1.9565, -0.9043, 0.4287)
H (-0.7315, -1.4384, -0.7343)
H (0.5182, -2.0182, 1.0811)
H (1.3326, 1.4128, -0.5827)
H (2.9386, -0.0508, -0.8539)

Orbital gap ... 10.677 eV
E_LUMO ... 0.72 eV
Electronic energy ... -363.0558 a.u.

=====

# 2
Density functional theory data (the ωB97M-V functional and the def2-TZVPD basis) for a single C4H9NO2 molecule in a non-equilibrium geometry.

Cartesian coordinates (Å):
N (-2.4630, 0.4880, -0.1986)
C (-1.2455, 0.0241, -0.8708)
O (-1.2256, -0.8843, -1.6802)
C (0.0230, 0.9535, -0.6210)
C (0.6707, 0.3757, 0.7742)
C (1.2281, -1.0494, 0.7775)
O (2.4140, -0.9069, -0.0363)
H (-2.4781, 1.5552, -0.0784)
H (-3.2309, 0.1645, -0.8529)
H (0.7636, 0.6352, -1.3810)
H (-0.4006, 1.9666, -0.3558)
H (1.4417, 0.9666, 1.2947)
H (-0.2128, 0.6378, 1.4883)
H (1.4961, -1.3111, 1.8433)
H (0.5791, -1.8574, 0.4025)
H (2.6400, -1.7581, -0.5055)

Orbital gap ... 10.544 eV
E_LUMO ... 0.74 eV
Electronic energy ... -363.0098 a.u.

=====

# 3
Density functional theory data (the ωB97M-V functional and the def2-TZVPD basis) for a molecular structure, C4H9NO2 in a non-equilibrium geometry.

Cartesian coordinates (Å):
C (-1.0975, -1.1303, -0.0042)
C (1.4744, -1.0031, 0.0228)
C (0.0489, 1.0357, 0.1969)
C (0.1641, -0.2684, 0.0544)
N (-2.3656, -0.4847, -0.3017)
O (-0.6864, 2.0169, 0.4679)
O (1.5359, 2.0061, 0.2741)
H (0.6521, 2.6580, 0.4887)
H (1.8641, 2.1360, -0.6267)
H (-2.5699, 0.2349, 0.3823)
H (-2.3219, -0.0225, -1.2028)
H (-0.9280, -1.9054, -0.7599)
H (-1.2016, -1.6590, 0.9510)
H (2.3186, -0.3318, 0.1728)
H (1.6075, -1.5245, -0.9300)
H (1.5053, -1.7578, 0.8144)

Orbital gap ... 8.712 eV
E_LUMO ... 0.45 eV
Electronic energy ... -362.9552 a.u.

=====

# 4
Density functional theory data (the ωB97M-V functional and the def2-TZVPD basis) for a molecular structure, C4H9NO2.

Cartesian coordinates (Å):
C (-2.4918, -0.1292, 0.2300)
N (-1.2145, -0.3336, -0.4452)
C (-0.2440, 0.5459, -0.2669)
C (0.7827, 0.9999, -1.2515)
O (-0.1446, 1.6587, -1.8212)
O (1.9867, 0.9423, -1.3163)
C (2.2769, -0.7610, 0.8824)
H (-2.3654, -0.2870, 1.3022)
H (-3.2318, -0.8429, -0.1306)
H (-2.8697, 0.8801, 0.0338)
H (-1.2582, -0.7412, -1.3683)
H (1.2396, -0.7051, 0.5521)
H (-0.2908, 1.0988, 0.6712)
H (2.6252, 0.2374, 1.1605)
H (2.8749, -1.1155, 0.0411)
H (2.3248, -1.4475, 1.7267)

Orbital gap ... 10.203 eV
E_LUMO ... 0.50 eV
Electronic energy ... -362.9843 a.u.

=====

# 5
Density functional theory data (the ωB97M-V functional and the def2-TZVPD basis) for a molecular structure, C4H9NO2.

Cartesian coordinates (Å):
C (-1.3425, -0.1217, 0.1122)
C (0.7676, 0.5054, 0.0094)
C (-0.2430, 0.2152, 1.1456)
C (1.9568, -0.4257, -0.1207)
N (-0.2762, 0.2963, -1.0577)
O (-2.4925, 0.6191, 0.2413)
O (-1.4851, -1.3826, -0.3063)
H (-3.1757, 0.1205, -0.2304)
H (-0.6389, -0.9055, -1.1838)
H (-0.4376, 1.0606, -1.7080)
H (1.0899, 1.5471, 0.0117)
H (-0.0090, -0.6314, 1.7885)
H (-0.4843, 1.0913, 1.7452)
H (1.6227, -1.4651, -0.1313)
H (2.6355, -0.2933, 0.7248)
H (2.5123, -0.2302, -1.0405)

Orbital gap ... 10.403 eV
E_LUMO ... 0.87 eV
Electronic energy ... -362.9811 a.u.

=====

# 6
Density functional theory data (the ωB97M-V functional and the def2-TZVPD basis) for a single C4H9NO2 molecule.

Cartesian coordinates (Å):
C (2.0155, 0.5854, -0.2278)
O (1.4227, -0.2408, 0.7638)
C (0.1235, 0.1623, 1.1409)
C (-0.8863, -0.2691, 0.0948)
C (-1.1340, -1.7430, -0.0298)
N (-1.4874, 0.5021, -0.7252)
O (-1.1553, 1.8457, -0.5399)
H (2.4610, -0.0540, -0.9987)
H (1.2820, 1.2487, -0.7022)
H (2.8115, 1.1953, 0.2208)
H (0.0630, 1.2389, 1.3322)
H (-0.0939, -0.3695, 2.0733)
H (-1.6215, -2.1325, 0.8732)
H (-0.1728, -2.2582, -0.1358)
H (-1.7652, -1.9582, -0.8943)
H (-1.6504, 2.2753, -1.2482)

Orbital gap ... 10.558 eV
E_LUMO ... 0.95 eV
Electronic energy ... -362.9659 a.u.